(1)
This record from the Open Molecules 2025 dataset describes C35H31N4O3PtS as an isolated structure. The level of theory is ωB97M-V/def2-TZVPD.

Element x y z (Å)
C (-0.295, -2.796, 3.005)
N (-2.603, -5.612, -0.668)
C (-1.563, 3.665, -3.451)
C (-2.553, 4.021, -4.353)
H (-0.805, -4.094, 1.385)
C (0.515, -0.404, 2.780)
C (2.889, 5.063, -1.473)
C (-3.045, 3.086, -5.255)
C (-0.999, -4.958, 4.650)
C (-0.246, 0.758, 2.792)
C (1.746, -0.397, 3.436)
H (0.072, -1.759, 4.850)
C (3.196, -0.802, 0.409)
C (-1.073, -5.075, 3.266)
H (0.673, -2.832, 0.389)
H (3.772, -1.296, 1.180)
H (-0.388, 2.800, 3.420)
C (3.021, 0.634, -1.489)
N (-2.847, -3.337, -0.362)
C (-1.037, 2.375, -3.426)
H (-1.206, 0.757, 2.297)
C (-2.046, -4.337, -0.775)
H (3.450, 1.295, -2.231)
C (1.449, 1.902, 4.071)
H (2.352, -1.297, 3.445)
S (-3.119, 0.610, -0.061)
H (1.810, 2.795, 4.569)
C (-0.579, -3.762, 5.205)
H (0.721, 2.951, 0.074)
H (-3.822, 3.359, -5.958)
C (1.616, 3.785, -3.066)
O (-0.765, 1.724, -1.167)
C (-1.549, 1.444, -4.324)
C (-0.729, -4.004, 2.459)
H (-3.712, -3.522, 0.117)
H (-3.606, -5.692, -0.672)
C (-2.540, 1.796, -5.232)
H (-1.409, -5.998, 2.810)
H (2.450, 4.660, 0.590)
C (1.675, 0.314, -1.565)
C (0.800, 0.765, -2.698)
H (3.094, 5.241, -3.605)
H (-1.201, 4.397, -2.738)
C (0.220, 1.903, 3.430)
C (-4.001, -0.562, 0.769)
C (1.170, -2.156, 1.092)
O (-0.900, -4.197, -1.186)
C (1.846, -1.095, 0.283)
H (1.925, -2.723, 1.639)
C (-0.231, -2.689, 4.389)
C (2.583, 4.742, -2.790)
C (2.219, 4.421, -0.442)
N (-4.646, -1.340, 1.337)
H (-1.198, 0.421, -4.317)
H (3.174, 0.723, 4.577)
N (1.098, -0.465, -0.634)
C (0.942, 3.134, -2.035)
H (-2.948, 5.030, -4.346)
H (-0.525, -3.650, 6.281)
C (2.213, 0.741, 4.077)
C (-0.048, 1.996, -2.316)
H (3.642, 5.811, -1.256)
H (4.829, 0.356, -0.367)
Pt (-0.953, -0.110, -0.285)
C (3.780, 0.101, -0.462)
O (-1.119, -1.417, 1.291)
H (-2.927, 1.049, -5.916)
H (-2.495, -2.401, -0.241)
H (1.378, 3.542, -4.097)
H (-1.280, -5.789, 5.286)
C (1.252, 3.462, -0.721)
H (1.408, 0.947, -3.587)
C (0.031, -1.652, 2.027)
H (-2.111, -6.299, -1.211)
H (0.108, -0.054, -2.897)

Largest force on an atom ... 0.020 hartree/bohr
Energy ... -2314.7534 hartree
Charge ... -1
ΔE to the lowest compared entry with this formula, charge and spin ... 0.109 eV
Lowest unoccupied orbital energy ... 2.58 eV


(2)
This record from the Open Molecules 2025 dataset describes C7H18KN3 as an isolated structure. The level of theory is ωB97M-V/def2-TZVPD.

Element x y z (Å)
H (-0.346, -3.105, 12.763)
H (-3.767, -5.503, 8.262)
C (-2.544, -4.127, 7.393)
H (-2.602, -4.539, 6.370)
C (-5.948, -3.382, 8.527)
H (-6.812, -3.025, 7.938)
H (-5.418, -0.252, 8.640)
H (-4.994, -1.361, 7.406)
H (-1.532, -4.283, 13.409)
H (-3.224, -0.376, 9.697)
K (-3.041, -3.674, 10.813)
H (-1.277, -2.468, 6.818)
C (-3.348, -0.771, 8.685)
C (-4.786, -1.144, 8.453)
N (-5.222, -2.300, 9.257)
H (-5.848, -1.938, 9.985)
H (-0.398, -4.787, 12.046)
H (-1.452, -1.502, 8.758)
C (-2.285, -2.550, 7.273)
C (-5.040, -4.112, 7.491)
N (-3.770, -4.506, 8.074)
H (-3.176, 0.072, 8.016)
H (-1.679, -4.611, 7.885)
C (-0.856, -3.989, 12.623)
N (-2.381, -1.919, 8.604)
H (-5.602, -4.973, 7.172)
H (-3.033, -2.192, 6.537)
H (-4.978, -3.564, 6.538)
H (-6.327, -4.110, 9.264)

Largest force on an atom ... 0.050 hartree/bohr
Energy ... -1041.5962 hartree
Charge ... 0
Lowest unoccupied orbital energy ... -0.08 eV


(3)
This record from the Open Molecules 2025 dataset describes H30O19S as an isolated structure. The level of theory is ωB97M-V/def2-TZVPD.

Element x y z (Å)
O (-3.696, 0.842, 0.714)
O (2.500, 1.676, -0.163)
H (2.028, -0.649, 1.119)
O (1.257, -1.535, -2.610)
H (1.130, -1.629, 1.962)
O (-1.420, 0.187, 3.261)
O (-0.416, 3.117, -1.507)
O (-0.326, 2.249, 1.939)
H (-0.754, -3.678, 0.144)
H (2.978, 1.858, -1.115)
O (-0.356, 1.894, -3.518)
H (-1.305, 0.091, 2.388)
H (3.642, -1.523, 0.203)
O (-1.317, -0.089, 0.883)
H (-2.404, -2.488, 1.892)
O (3.011, -1.957, -0.340)
H (0.668, -3.750, 1.025)
H (2.130, -2.459, 2.922)
O (-0.486, -0.522, -1.230)
H (0.403, -1.085, -2.130)
O (-1.423, -2.853, -1.695)
H (-0.287, 1.823, 1.058)
O (2.489, 4.356, 0.159)
H (2.690, 0.616, 1.138)
O (-0.257, -4.298, 0.774)
H (-0.229, 2.314, -1.166)
H (3.389, 4.293, 0.522)
O (1.349, -2.511, 2.491)
H (-4.018, 0.590, 1.653)
H (-2.500, -1.270, 1.287)
H (-2.223, 0.504, 3.565)
H (-1.348, 3.058, -1.768)
H (-2.361, -2.626, -1.603)
O (-2.002, 0.906, -2.862)
O (2.722, -0.243, 1.603)
H (-2.243, 0.290, -3.656)
O (0.210, 1.419, -0.224)
H (-1.160, -1.859, -1.601)
H (-0.282, 1.358, 2.427)
H (1.592, 1.384, -0.320)
H (2.071, -1.679, -0.012)
H (-2.652, 0.595, 0.736)
H (-1.006, 1.259, -3.257)
H (1.969, -1.350, -1.953)
H (-1.447, 0.542, -2.336)
O (-2.976, -2.079, 1.218)
O (0.878, -0.803, 0.606)
S (-0.169, 0.030, 0.017)
H (-0.431, 2.279, -2.655)
H (2.384, 3.402, 0.016)

Largest force on an atom ... 0.295 hartree/bohr
Energy ... -1845.4998 hartree
Charge ... -2
ΔE to the lowest compared entry with this formula, charge and spin ... 12.494 eV
Lowest unoccupied orbital energy ... 4.96 eV


(4)
This record from the Open Molecules 2025 dataset describes a 2-piece molecular cluster, C6H14N2 overall. The level of theory is ωB97M-V/def2-TZVPD.

Element x y z (Å)
H (-0.877, 1.281, 0.267)
C (-0.831, 0.438, 1.028)
H (-1.578, -2.369, 1.187)
H (2.425, 2.395, -0.080)
H (1.934, -0.249, 0.795)
H (-1.738, -2.062, -1.174)
H (0.104, -1.925, 1.913)
C (-1.624, -1.024, -0.900)
H (-1.800, 0.560, 1.523)
H (2.654, -0.943, -0.504)
H (1.419, 3.993, -0.288)
C (0.826, 2.334, -1.347)
H (-1.353, -0.534, -1.718)
H (0.026, 0.534, 1.747)
C (1.600, 2.981, -0.599)
C (-0.465, -0.791, 0.114)
H (-0.081, 2.468, -1.905)
N (1.829, -0.577, -0.133)
N (0.718, -0.894, -0.665)
C (-0.519, -2.116, 1.014)
H (-2.553, -0.638, -0.661)
H (-0.116, -2.865, 0.386)

Largest force on an atom ... 0.089 hartree/bohr
Energy ... -346.2828 hartree
Multiplicity ... 3
Expectation value of S² ... 2.0134
Charge ... 0
ΔE to the lowest compared entry with this formula, charge and spin ... 0.154 eV
Lowest unoccupied orbital energy (alpha / beta) ... 0.95 / 0.28 eV


(5)
This record from the Open Molecules 2025 dataset describes C28H29F10N8O3SSr as an isolated structure. The level of theory is ωB97M-V/def2-TZVPD.

Element x y z (Å)
H (-1.508, 2.256, -4.199)
F (6.228, -2.308, 2.818)
N (-2.966, -0.284, -1.947)
Sr (-0.103, -0.205, 0.848)
C (2.228, 2.070, -3.745)
C (1.171, 1.713, 3.500)
N (1.410, 0.522, 2.699)
C (-3.006, -5.312, 2.036)
N (-3.159, -2.528, -2.401)
H (-3.653, -0.227, -2.673)
C (-1.666, 0.848, 3.694)
H (-1.713, -2.808, -0.416)
H (-2.204, 1.458, 4.436)
C (3.663, 0.118, 3.727)
S (1.422, 1.177, -1.283)
F (-4.499, -2.233, 3.166)
C (-1.385, -3.557, 1.890)
F (-3.369, -6.600, 1.868)
H (-2.188, 0.651, -4.056)
H (2.013, 2.410, 3.490)
H (-3.036, -0.707, 4.125)
F (3.563, 1.070, 4.687)
H (-2.610, 3.219, 3.027)
H (-2.725, 3.981, -2.794)
H (0.316, 3.018, 2.030)
F (5.804, -0.297, 4.605)
O (2.348, 1.159, -0.170)
C (5.071, -1.623, 2.828)
H (-3.097, 2.072, 1.757)
H (3.311, -0.753, -2.203)
H (-2.918, 3.521, -1.101)
O (0.623, 2.392, -1.375)
H (-1.879, 3.305, 1.414)
C (-0.003, 2.504, 2.946)
N (-2.643, 1.944, -2.450)
N (-1.195, 1.709, 2.591)
N (-1.870, 1.076, -0.389)
H (-0.797, 0.406, 4.180)
H (-0.264, 3.285, 3.680)
C (-1.745, -4.867, 1.691)
C (-2.547, -0.308, 3.231)
N (-1.720, -1.315, 2.568)
F (-0.869, -5.732, 1.156)
C (3.811, 0.890, -5.151)
C (-2.217, -2.547, 2.449)
F (1.929, -1.576, 1.073)
O (0.587, -0.043, -1.316)
C (2.590, -0.113, 2.833)
H (2.859, 2.737, -5.683)
H (-2.838, -3.467, -2.238)
H (-3.351, 0.061, 2.575)
H (0.989, 1.487, 4.557)
F (-0.155, -3.173, 1.479)
C (3.211, 0.006, -2.975)
C (4.055, -1.921, 1.950)
H (3.910, 0.576, -7.288)
C (2.885, -1.210, 1.976)
C (-3.875, -4.380, 2.553)
H (1.567, 2.910, -3.565)
C (-3.510, -3.060, 2.739)
C (4.579, 0.783, -6.450)
H (5.107, 1.712, -6.679)
F (-5.124, -4.762, 2.864)
C (-2.596, -1.577, -1.553)
H (-3.237, 2.013, -4.492)
H (-1.302, 3.485, -1.851)
C (-2.437, 0.940, -1.522)
C (2.356, 1.090, -2.776)
H (-3.205, -2.287, -3.377)
C (4.847, -0.599, 3.716)
C (-2.256, 2.618, 2.177)
C (-2.369, 3.305, -2.017)
C (-2.394, 1.703, -3.872)
F (4.221, -2.909, 1.059)
H (5.315, -0.021, -6.406)
H (-1.364, 1.966, -0.363)
N (-1.906, -1.814, -0.516)
C (2.955, 1.964, -4.925)
C (3.930, -0.084, -4.159)
H (4.601, -0.924, -4.315)

Largest force on an atom ... 0.055 hartree/bohr
Energy ... -3175.8504 hartree
Charge ... -1
ΔE to the lowest compared entry with this formula, charge and spin ... 1.128 eV
Lowest unoccupied orbital energy ... 2.00 eV